Version i
DFT (ωB97M-V/def2-TZVPD) results for 11 unconnected molecules or ions with the total composition C27H76O11.

```
114
Properties=species:S:1:pos:R:3
C 23.28 3.86 8.48
C 24.16 3.21 9.54
C 23.35 2.97 10.80
O 24.77 2.02 9.04
H 23.77 3.90 7.50
H 23.15 4.92 8.73
H 22.29 3.44 8.33
H 25.02 3.81 9.85
H 23.86 2.40 11.58
H 22.45 2.39 10.55
H 22.97 3.87 11.28
H 25.10 2.16 8.16
C 16.76 3.55 7.23
C 17.70 3.63 8.42
C 19.10 3.21 8.04
O 17.79 5.07 8.67
H 16.43 2.51 7.14
H 17.17 3.89 6.28
H 15.79 4.00 7.43
H 17.29 3.21 9.34
H 19.49 3.84 7.24
H 19.27 2.18 7.70
H 19.88 3.25 8.81
H 18.52 5.23 9.27
C 22.08 10.44 1.45
C 21.13 9.58 0.64
C 21.33 9.83 -0.85
O 21.43 8.20 0.88
H 23.09 10.15 1.14
H 22.07 10.41 2.54
H 21.92 11.51 1.25
H 20.09 9.70 0.95
H 20.90 10.75 -1.22
H 20.99 8.97 -1.43
H 22.41 9.82 -1.02
H 22.39 8.06 0.87
C 17.34 6.57 4.43
C 16.81 7.43 3.28
C 17.48 8.80 3.28
O 17.00 6.77 2.05
H 16.85 5.59 4.51
H 17.16 7.07 5.38
H 18.40 6.34 4.32
H 15.72 7.52 3.35
H 18.57 8.67 3.39
H 17.19 9.40 4.14
H 17.29 9.30 2.33
H 17.96 6.63 1.88
C 21.42 1.53 5.07
C 21.25 0.12 5.63
C 21.97 -0.28 6.92
O 19.85 -0.18 5.75
H 21.12 1.58 4.02
H 22.45 1.85 5.14
H 20.72 2.11 5.67
H 21.61 -0.54 4.82
H 23.04 -0.15 6.75
H 21.83 -1.34 7.09
H 21.58 0.29 7.77
H 19.78 -1.02 6.21
C 21.29 5.38 4.31
C 21.33 6.87 4.74
C 22.21 6.99 5.99
O 21.99 7.68 3.76
H 22.28 4.92 4.40
H 21.00 5.30 3.26
H 20.61 4.84 4.97
H 20.31 7.24 4.86
H 21.67 6.58 6.85
H 22.45 8.04 6.14
H 23.07 6.36 5.77
H 21.43 7.82 2.98
C 22.75 9.33 9.38
C 22.18 8.00 9.86
C 23.26 7.13 10.50
O 20.98 8.17 10.58
H 23.65 9.17 8.77
H 23.02 10.00 10.20
H 22.03 9.86 8.75
H 21.86 7.38 9.01
H 23.56 7.54 11.48
H 24.06 7.02 9.78
H 22.74 6.21 10.78
H 21.17 8.35 11.51
C 24.93 9.58 4.66
C 24.90 11.04 4.24
C 23.93 11.84 5.09
O 26.23 11.57 4.40
H 25.70 9.05 4.09
H 24.02 9.09 4.30
H 25.20 9.44 5.70
H 24.55 11.20 3.22
H 22.90 11.53 4.94
H 24.06 12.92 4.97
H 24.05 11.56 6.14
H 26.72 11.28 3.62
C 20.24 10.78 5.43
C 19.98 12.03 4.61
C 18.63 12.62 5.08
O 20.92 13.06 4.92
H 21.21 10.30 5.24
H 19.53 9.97 5.25
H 20.29 10.94 6.51
H 19.93 11.87 3.53
H 18.60 12.74 6.17
H 17.87 11.82 4.97
H 18.29 13.52 4.59
H 21.23 12.99 5.82
O 24.24 6.01 2.56
H 24.15 6.60 1.81
H 23.45 6.18 3.10
O 19.43 6.21 0.90
H 19.12 6.55 0.05
H 20.17 6.79 1.14
```

Properties
Frontier orbital gap, Eh: 0.36370
LUMO level, Eh: 0.008
HOMO energy, eV: -9.7
Charge: 0
SMILES: CC(C)O.CC(C)O.CC(C)O.CC(C)O.CC(C)O.CC(C)O.CC(C)O.CC(C)O.CC(C)O.O.O

***

Version ii
DFT (ωB97M-V/def2-TZVPD) results for 11 unconnected molecules or ions with the total composition C27H76O11.

```
114
Properties=species:S:1:pos:R:3
C -1.11 3.78 -4.62
C -1.54 2.75 -3.56
C -1.36 1.30 -4.04
O -0.81 2.95 -2.36
H -0.79 4.69 -4.12
H -2.01 4.15 -5.14
H -0.39 3.45 -5.37
H -2.60 2.93 -3.37
H -1.62 0.60 -3.24
H -0.30 1.12 -4.19
H -1.98 1.02 -4.89
H -0.05 3.54 -2.51
C 4.18 -0.02 -1.01
C 5.65 0.13 -1.27
C 6.11 -0.79 -2.43
O 5.92 1.46 -1.77
H 3.52 0.19 -1.85
H 3.92 0.72 -0.25
H 3.96 -1.03 -0.64
H 6.24 -0.08 -0.38
H 7.19 -0.93 -2.41
H 5.79 -0.37 -3.38
H 5.59 -1.75 -2.32
H 5.59 2.06 -1.08
C -1.43 -4.66 -2.24
C -0.87 -3.51 -3.08
C -1.92 -2.98 -4.08
O -0.44 -2.39 -2.31
H -2.04 -5.28 -2.89
H -1.95 -4.22 -1.38
H -0.59 -5.19 -1.80
H -0.12 -3.89 -3.79
H -2.15 -3.56 -4.97
H -1.53 -2.05 -4.52
H -2.81 -2.64 -3.55
H -1.25 -2.01 -1.95
C -4.91 0.52 -2.53
C -3.81 0.66 -1.48
C -4.34 0.64 -0.06
O -2.96 -0.50 -1.59
H -4.66 -0.24 -3.26
H -5.25 1.47 -2.96
H -5.85 0.16 -2.10
H -3.20 1.55 -1.64
H -4.87 -0.26 0.25
H -5.06 1.46 0.09
H -3.54 0.86 0.65
H -3.30 -1.22 -1.05
C 4.01 -2.13 2.60
C 2.96 -1.04 2.34
C 1.80 -1.06 3.37
O 3.57 0.24 2.49
H 3.57 -2.88 3.27
H 4.89 -1.75 3.11
H 4.27 -2.67 1.70
H 2.54 -1.31 1.36
H 2.02 -0.52 4.29
H 1.42 -2.06 3.55
H 0.95 -0.53 2.92
H 2.86 0.87 2.66
C 0.16 -4.99 1.29
C 0.90 -3.68 1.09
C 1.94 -3.78 -0.01
O -0.05 -2.66 0.69
H 0.87 -5.79 1.51
H -0.49 -5.34 0.49
H -0.48 -4.92 2.17
H 1.33 -3.28 2.00
H 2.31 -2.82 -0.37
H 1.43 -4.26 -0.86
H 2.79 -4.43 0.22
H -0.09 -2.64 -0.28
C 0.99 4.09 4.16
C 0.67 2.66 3.71
C -0.82 2.40 3.58
O 1.40 2.37 2.53
H 0.65 4.80 3.41
H 2.07 4.19 4.25
H 0.49 4.30 5.11
H 1.04 1.97 4.49
H -0.94 1.42 3.11
H -1.30 3.12 2.93
H -1.29 2.32 4.56
H 0.83 2.39 1.75
C -2.47 -0.95 2.74
C -2.12 -1.88 3.88
C -3.34 -2.10 4.77
O -1.58 -3.13 3.52
H -2.76 0.01 3.17
H -3.40 -1.30 2.26
H -1.65 -0.82 2.04
H -1.38 -1.33 4.48
H -4.08 -2.75 4.28
H -3.81 -1.14 4.98
H -3.18 -2.56 5.75
H -0.89 -3.04 2.86
C 2.61 3.20 -1.89
O 1.88 3.83 -2.93
H 2.01 2.99 -1.00
H 3.03 2.28 -2.29
H 3.43 3.83 -1.54
H 1.77 4.77 -2.78
C 0.30 0.48 -0.17
O -0.07 1.84 0.06
H -0.52 -0.10 -0.59
H 1.18 0.39 -0.83
H 0.59 0.08 0.81
H -0.33 2.21 -0.81
C -2.46 4.92 0.71
O -2.93 4.34 -0.52
H -1.36 4.95 0.70
H -2.87 5.92 0.74
H -2.77 4.30 1.55
H -2.33 3.61 -0.70
```

Properties
Frontier orbital gap, Eh: 0.37638
LUMO level, Eh: 0.018
HOMO energy, eV: -9.7
Charge: 0
SMILES: CC(C)O.CC(C)O.CC(C)O.CC(C)O.CC(C)O.CC(C)O.CC(C)O.CC(C)O.CO.CO.CO

***

Here are the energies relative to the best structure, in eV: version i 0.000; version ii 0.261.

***

Version i
DFT (ωB97M-V/def2-TZVPD) results for a single C2H3NO molecule.

```
7
Properties=species:S:1:pos:R:3
C 0.94 0.42 0.10
C -0.79 -0.25 -0.03
N -0.16 1.09 0.11
O 0.51 -0.83 0.04
H 2.06 0.68 0.18
H -1.36 -0.59 0.71
H -1.20 -0.51 -1.11
```

Properties
Frontier orbital gap, Eh: 0.41787
LUMO level, Eh: 0.038
HOMO energy, eV: -10.3
Charge: 0

***

Version ii
DFT (ωB97M-V/def2-TZVPD) results for a single C2H3NO molecule.

```
7
Properties=species:S:1:pos:R:3
H -1.91 0.21 0.23
N -0.95 -0.26 0.01
C 0.16 0.28 -0.20
C 1.35 -0.54 -0.09
O 2.61 0.05 0.27
H 0.23 1.43 -0.35
H 1.53 -1.63 -0.36
```

Properties
Frontier orbital gap, Eh: 0.33992
LUMO level, Eh: -0.039
HOMO energy, eV: -10.3
Charge: 0
SMILES: [H]/N=C/C=O

***

Here are the energies relative to the best structure, in eV: version i 0.000; version ii 0.996.

***

Version i
DFT (ωB97M-V/def2-TZVPD) results for a single C2H3NO molecule.

```
7
Properties=species:S:1:pos:R:3
C -0.67 0.19 -0.80
C 0.18 0.38 0.23
N 0.73 -0.82 0.51
O 1.40 -1.18 1.51
H -0.63 -0.90 -1.12
H -1.37 0.96 -0.96
H 0.36 1.38 0.64
```

Properties
Frontier orbital gap (spin up / spin down), Eh: 0.29614 / 0.29610
LUMO level (spin up / spin down), Eh: -0.032 / -0.032
HOMO energy (spin up / spin down), eV: -8.9 / -8.9
Charge: 0
SMILES: C=CN=O

***

Version ii
DFT (ωB97M-V/def2-TZVPD) results for a single C2H3NO molecule.

```
7
Properties=species:S:1:pos:R:3
N -1.77 1.02 -0.99
C -1.02 0.67 -0.18
C 0.13 0.00 0.43
O 0.63 -0.60 -0.75
H 0.80 0.74 0.91
H -0.19 -0.69 1.23
H 1.42 -1.14 -0.65
```

Properties
Frontier orbital gap, Eh: 0.44052
LUMO level, Eh: 0.021
HOMO energy, eV: -11.4
Charge: 0
SMILES: N#CCO

***

Here are the energies relative to the best structure, in eV: version i 2.854; version ii 0.000.

***

Version i
DFT (ωB97M-V/def2-TZVPD) results for a molecular structure, C2H5N3O.

```
11
Properties=species:S:1:pos:R:3
C -0.55 -0.89 -0.49
N 0.40 1.80 0.69
C 0.59 0.65 0.00
O -1.20 -1.90 -1.08
N -0.36 0.30 -0.99
N 0.01 -0.98 0.73
H -1.45 -1.61 -1.97
H 0.41 -1.87 1.01
H -0.56 2.07 0.86
H 1.07 2.06 1.39
H 1.63 0.38 -0.16
```

Properties
Frontier orbital gap, Eh: 0.36214
LUMO level, Eh: 0.036
HOMO energy, eV: -8.9
Charge: 0

***

Version ii
DFT (ωB97M-V/def2-TZVPD) results for a single C2H5N3O molecule.

```
11
Properties=species:S:1:pos:R:3
H -2.91 -0.40 0.41
N -2.27 0.34 0.17
C -1.17 -0.40 -0.22
N 0.05 0.21 -0.18
O 0.01 1.58 -0.16
C 1.26 -0.42 -0.04
N 2.24 0.47 0.05
H 3.03 -0.08 0.47
H -0.81 -1.48 -0.56
H -0.84 1.78 -0.03
H 1.40 -1.59 0.09
```

Properties
Frontier orbital gap, Eh: 0.34869
LUMO level, Eh: 0.023
HOMO energy, eV: -8.9
Charge: 0
SMILES: [H]/N=C/N(O)/C=N/[H]

***

Version iii
DFT (ωB97M-V/def2-TZVPD) results for a single C2H5N3O molecule.

```
11
Properties=species:S:1:pos:R:3
N -0.65 0.05 0.03
N -0.85 1.22 0.83
C -1.34 -0.18 -1.01
C 0.67 -0.70 -0.05
N 1.67 0.19 -0.01
O -2.17 -0.14 -1.83
H 0.05 1.70 0.76
H -0.94 0.89 1.79
H 2.57 -0.26 -0.15
H 0.38 -1.25 -1.06
H 0.60 -1.52 0.70
```

Properties
Frontier orbital gap (spin up / spin down), Eh: 0.24150 / 0.24122
LUMO level (spin up / spin down), Eh: -0.024 / -0.024
HOMO energy (spin up / spin down), eV: -7.2 / -7.2
Charge: 0

***

Here are the energies relative to the best structure, in eV: version i 0.000; version ii 3.031; version iii 3.654.

***

Version i
DFT (ωB97M-V/def2-TZVPD) results for a single C2H5N3O molecule.

```
11
Properties=species:S:1:pos:R:3
H -2.44 0.29 -0.50
N -2.03 -0.73 -0.27
C -0.79 -0.87 0.12
N -0.05 0.12 0.50
O -0.49 1.45 -0.07
C 1.29 0.26 -0.13
N 2.26 -0.48 -0.13
H 2.02 -1.54 0.17
H -0.44 -2.00 0.29
H -1.07 1.82 0.65
H 1.53 1.12 -0.69
```

Properties
Frontier orbital gap, Eh: 0.38318
LUMO level, Eh: 0.019
HOMO energy, eV: -9.9
Charge: 0
SMILES: [H]/N=C\N(O)/C=N\[H]

***

Version ii
DFT (ωB97M-V/def2-TZVPD) results for 2 unconnected molecules or ions with the total composition C2H5N3O.

```
11
Properties=species:S:1:pos:R:3
C -0.18 0.94 -0.83
C 1.07 0.83 -0.31
N -2.33 -2.48 0.08
N -1.33 -2.02 0.35
N -0.35 -1.33 0.33
O 1.48 1.35 0.91
H -0.28 0.87 -1.88
H -0.95 1.27 -0.20
H 1.86 0.33 -0.88
H 0.34 -1.33 1.15
H 0.67 1.58 1.28
```

Properties
Frontier orbital gap, Eh: 0.34220
LUMO level, Eh: 0.031
HOMO energy, eV: -8.5
Charge: 0

***

Here are the energies relative to the best structure, in eV: version i 0.520; version ii 0.000.

***

Version i
DFT (ωB97M-V/def2-TZVPD) results for 2 unconnected molecules or ions with the total composition CH3NS2.

```
7
Properties=species:S:1:pos:R:3
N 1.74 0.83 -0.58
C 1.72 -0.28 -0.19
S 1.90 -1.84 -0.09
H 1.17 1.55 -0.06
S -2.20 -0.12 -0.39
H -2.93 0.30 0.70
H -1.39 -0.45 0.62
```

Properties
Frontier orbital gap, Eh: 0.36920
LUMO level, Eh: 0.014
HOMO energy, eV: -9.7
Charge: 0
SMILES: N=C=S.S

***

Version ii
DFT (ωB97M-V/def2-TZVPD) results for a single CH3NS2 molecule.

```
7
Properties=species:S:1:pos:R:3
S 2.57 -0.07 -0.37
C 0.96 -0.47 0.21
N -0.04 0.39 0.18
S -1.73 -0.23 -0.44
H 0.42 -1.44 0.50
H 0.46 1.07 -0.59
H -2.64 0.74 0.52
```

Properties
Frontier orbital gap, Eh: 0.29801
LUMO level, Eh: -0.030
HOMO energy, eV: -8.9
Charge: 0
SMILES: S=CNS

***

Here are the energies relative to the best structure, in eV: version i 0.000; version ii 2.182.